12
Properties=species:S:1:pos:R:3:lowdin_charge:R:1 method="wB97M-V/def2-TZVPD" e_homo_ev=-9.89 smiles=CN1C[C@H]1C#N e_tot_ev=-7223.640 relative_energy_kj_mol=188.3 total_charge=0 spin_multiplicity=1
C 0.81560 1.22790 -0.01833 -0.117
N 0.75605 -0.11344 -0.50887 -0.118
C 0.44524 -1.15102 0.44377 -0.103
C -0.55515 -0.75460 -0.57190 -0.274
C -1.74388 -0.07827 -0.13406 -0.192
N -2.79029 0.38480 0.10625 0.155
H 0.71199 1.95974 -0.85258 0.098
H 0.05060 1.51729 0.73686 0.088
H 1.81850 1.34579 0.39913 0.086
H 0.23969 -0.84203 1.48042 0.127
H 0.98725 -2.08302 0.33007 0.109
H -0.73560 -1.41314 -1.41077 0.141